Molecular formula: C30H24BrClCoO2P
Method: DFT, the ωB97M-V functional and the def2-TZVPD basis

Each line ends with the Mulliken spin population.
Element x y z (Å)
C 1.8699 -2.0982 1.3012  0.09
C 2.1804 -0.7114 1.2180  0.07
C 1.5226 -0.0438 2.3085  0.18
H 2.8760 -0.2688 0.5172  0.02
C 0.7848 -1.0261 3.0384  0.03
C 1.0024 -2.2890 2.4177  0.18
H 0.6044 -3.2374 2.7620  0.01
H 2.2875 -2.8725 0.6698  0.01
H 1.6169 1.0011 2.5895  0.01
H 0.1984 -0.8435 3.9302  0.00
Co 0.1809 -0.9573 1.1219  2.78
Cl -1.9448 -0.2387 1.6585  0.24
P 0.0445 1.2829 0.0161  0.08
C 0.1740 2.6917 1.2021  0.00
C 0.9466 3.8398 0.9560  0.00
H 1.5381 3.9302 0.0443  0.00
C 0.9575 4.8919 1.8796  0.00
H 1.5687 5.7738 1.6753  0.00
C 0.1864 4.8228 3.0454  0.00
H 0.1952 5.6497 3.7615  0.00
C -0.6044 3.6920 3.2841  0.00
H -1.2200 3.6239 4.1836  0.00
C -0.6131 2.6441 2.3653  0.01
H -1.2585 1.7814 2.5445  0.00
C 1.3734 1.6507 -1.2017  0.01
C 2.6968 1.8002 -0.7453  0.02
H 2.9175 1.8204 0.3263  0.00
C 3.7511 1.9218 -1.6524  -0.01
H 4.7765 1.9641 -1.2802  0.00
C 3.4900 1.9958 -3.0263  0.01
H 4.3144 2.1148 -3.7354  0.00
C 2.1691 1.9216 -3.4842  -0.01
H 1.9539 2.0138 -4.5507  0.00
C 1.1178 1.7243 -2.5837  0.02
H 0.0936 1.6512 -2.9540  0.00
C -1.4336 1.7792 -0.9341  0.04
C -1.8092 3.1226 -1.0767  0.00
H -1.2403 3.9080 -0.5770  0.00
C -2.9219 3.4585 -1.8552  0.00
H -3.2016 4.5092 -1.9624  0.00
C -3.6646 2.4563 -2.4883  0.00
H -4.5352 2.7237 -3.0964  0.00
C -3.2932 1.1130 -2.3370  0.00
H -3.8656 0.3273 -2.8297  0.00
C -2.1907 0.7700 -1.5558  0.01
H -1.9242 -0.2776 -1.4067  0.01
Br -3.0796 -3.6448 1.0890  0.00
C -1.9094 -4.9233 0.3672  0.00
C -2.2105 -6.2772 0.6027  0.00
C -1.4040 -7.2924 0.0751  0.00
C -0.2803 -6.9465 -0.6861  0.00
C 0.0206 -5.6028 -0.9206  0.00
C -0.7706 -4.5588 -0.4102  0.00
C -0.3053 -3.1388 -0.7405  0.01
O 0.6290 -3.0231 -1.5645  0.02
O -0.8712 -2.1584 -0.1112  0.14
H -3.0881 -6.5405 1.1910  0.00
H -1.6498 -8.3409 0.2587  0.00
H 0.3585 -7.7183 -1.1147  0.00
H 0.8920 -5.3415 -1.5197  0.00

Net charge   0
E_tot   -165073.92790 eV
2S+1   5
Energy relative to the best compared isomer or geometry (same formula, charge and spin)   0.0 kcal/mol
Expectation value of S²   6.02
HOMO-LUMO gap (spin up / spin down)   0.31555 / 0.25326 Ha